(1)
C26H23F4I2N3Ti | the ωB97M-V functional and the def2-TZVPD basis

The calculation puts the orbital gap (spin up / spin down) at 0.228 / 0.254 hartree. As for the charge: 0. The highest occupied orbital energy (spin up / spin down) comes out at -7.0 / -7.8 eV. The value obtained for the energy above the lowest of the compared OMol25 structures with the same formula, charge and spin is 67.1 kJ/mol. As for the spin multiplicity: 3.

Geometry (Å):
Ti (-0.2594, -0.1187, 0.0313)
C (0.8650, -3.0861, 0.6158)
N (0.8034, -2.0664, -0.4382)
C (0.3351, -2.7192, -1.6718)
C (2.1452, -1.5015, -0.6562)
C (2.1020, -0.3639, -1.6722)
N (0.8886, 0.4288, -1.4800)
C (0.6472, 1.4486, -2.3647)
C (-0.5939, 2.1151, -2.3186)
F (-1.5188, 1.6517, -1.4494)
C (-0.9352, 3.1799, -3.1163)
F (-2.1401, 3.7414, -2.9697)
C (-0.0643, 3.6637, -4.0722)
C (1.1469, 3.0146, -4.1778)
F (2.0257, 3.4216, -5.1061)
C (1.5050, 1.9553, -3.3660)
F (2.7295, 1.4290, -3.5788)
H (1.5472, -3.8958, 0.3306)
H (-0.1266, -3.5091, 0.7729)
H (1.2201, -2.6527, 1.5504)
H (1.0347, -3.5122, -1.9642)
H (0.2567, -1.9959, -2.4787)
H (-0.6492, -3.1505, -1.5081)
H (2.8376, -2.2768, -1.0101)
H (2.5141, -1.1293, 0.3037)
H (2.1368, -0.7718, -2.6868)
H (3.0049, 0.2341, -1.5374)
H (-0.3139, 4.5011, -4.7050)
C (-3.5795, -1.5611, -2.4688)
C (-4.3358, -2.2207, -1.5024)
C (-3.9221, -2.2238, -0.1878)
C (-2.7373, -1.5662, 0.1721)
C (-1.9452, -0.9150, -0.7936)
C (-2.4019, -0.9245, -2.1142)
C (-2.2417, -1.4983, 1.5415)
C (-2.9868, -1.9233, 2.6597)
C (-2.5099, -1.7424, 3.9216)
C (-1.2200, -1.1946, 4.1060)
C (-0.6626, -0.9708, 5.3794)
C (0.6114, -0.4849, 5.5064)
C (1.3840, -0.2449, 4.3604)
C (0.8528, -0.4301, 3.1110)
C (-0.4781, -0.8608, 2.9508)
N (-1.0128, -0.9626, 1.6874)
H (-3.9135, -1.5441, -3.4993)
H (-5.2494, -2.7286, -1.7841)
H (-4.5151, -2.7476, 0.5522)
H (-1.8282, -0.4296, -2.8911)
H (-3.9631, -2.3591, 2.5096)
H (-3.0967, -2.0241, 4.7869)
H (-1.2616, -1.1917, 6.2546)
H (1.0267, -0.2941, 6.4868)
H (2.4052, 0.0987, 4.4657)
H (1.4565, -0.2295, 2.2319)
I (4.0190, 1.5888, 1.4397)
C (2.5221, 2.8449, 2.1598)
I (-0.4586, 2.3480, 1.3631)
H (2.6089, 3.8552, 1.7865)
H (2.3340, 2.7172, 3.2164)

Atom charges from the Mulliken analysis, given in e for atoms 1 to 4:
1 Ti -0.876
2 C -1.356
3 N 0.764
4 C -1.352

---

(2)
C20H53N6O7 | the ωB97M-V functional and the def2-TZVPD basis

The calculation puts the orbital gap (spin up / spin down) at 0.124 / 0.273 hartree. As for the charge: +4. The highest occupied orbital energy (spin up / spin down) comes out at -12.9 / -16.9 eV. As for the spin multiplicity: 2.

Geometry (Å):
C (1.1397, 0.9159, 0.3071)
C (-0.2876, 0.6402, 0.6362)
O (-1.4041, 1.3682, 0.2035)
H (1.4294, 1.0248, -0.7380)
H (1.7636, 0.2379, 0.8896)
H (1.3921, 1.8516, 0.8059)
H (-0.3803, 0.7799, 1.7132)
H (-0.4293, -0.4379, 0.5612)
C (-0.7489, 1.9364, -4.1586)
C (-0.3951, 2.6723, -2.8023)
O (0.7931, 2.8988, -2.4906)
N (-1.5534, 3.1942, -2.0150)
H (-2.4574, 3.1206, -2.4594)
H (-1.8096, 2.5300, -1.2986)
C (-1.1393, 4.5506, -1.3525)
H (-1.6993, 1.4046, -4.1134)
H (0.1018, 1.2668, -4.2851)
H (-0.7429, 2.6308, -4.9988)
H (-0.8907, 5.3796, -2.0151)
H (-0.3051, 4.3613, -0.6769)
H (-1.8815, 4.8681, -0.6202)
C (-0.6793, -1.4980, -2.3638)
C (-2.2254, -1.3479, -2.6968)
O (-2.6613, -1.6211, -3.8320)
N (-3.0678, -0.5690, -1.6826)
H (-2.5263, -0.2506, -0.8917)
H (-3.3789, 0.3203, -2.0466)
C (-4.0812, -1.4685, -0.9352)
H (-0.4900, -2.1194, -1.4885)
H (-0.0881, -0.5902, -2.2436)
H (-0.3447, -1.9699, -3.2877)
H (-4.5325, -0.7792, -0.2215)
H (-3.4283, -2.2444, -0.5353)
H (-4.7501, -1.8555, -1.7039)
C (2.9402, -2.2217, -1.0527)
C (2.5546, -3.2037, 0.1154)
O (2.2444, -2.7116, 1.1858)
N (2.6051, -4.7410, 0.0730)
H (3.1099, -5.1921, -0.6764)
H (3.1214, -5.2208, 0.7964)
C (1.1891, -5.4173, 0.1879)
H (2.8764, -1.1428, -0.9118)
H (2.2319, -2.4519, -1.8486)
H (3.8914, -2.4913, -1.5117)
H (0.4368, -5.0194, 0.8689)
H (1.2894, -6.4843, 0.3869)
H (0.7909, -5.2298, -0.8093)
C (-4.1631, 3.5932, 4.3795)
C (-3.1494, 2.6957, 3.7035)
O (-2.7793, 1.6488, 4.1105)
N (-2.3488, 3.3601, 2.5097)
H (-2.0470, 2.5072, 2.0607)
H (-3.0709, 3.7456, 1.9181)
C (-1.1796, 4.3076, 2.8851)
H (-4.9912, 3.8735, 3.7285)
H (-3.7843, 4.5353, 4.7759)
H (-4.6540, 3.0826, 5.2080)
H (-0.5398, 4.3931, 2.0067)
H (-0.7330, 3.7314, 3.6954)
H (-1.6333, 5.2911, 3.0071)
C (-0.6085, -2.2381, 3.2028)
C (-1.7476, -2.6059, 2.3325)
O (-1.9550, -2.3205, 1.1496)
N (-2.7935, -3.4999, 3.0478)
H (-2.5966, -3.5929, 4.0340)
H (-3.6823, -3.0244, 3.1124)
C (-2.8831, -4.8643, 2.3803)
H (-0.6878, -2.1932, 4.2890)
H (-0.3110, -1.1953, 3.0931)
H (0.2026, -2.7575, 2.6924)
H (-3.7018, -5.3133, 2.9427)
H (-1.9900, -5.4566, 2.5792)
H (-3.0437, -4.8651, 1.3022)
C (4.4351, 2.7730, -1.1634)
C (4.8371, 1.5019, -1.8009)
O (3.9884, 0.7219, -2.2508)
N (6.2485, 1.0420, -1.6829)
H (6.8959, 1.8163, -1.7190)
H (6.3594, 0.6742, -0.7488)
C (6.7554, 0.0324, -2.7334)
H (5.0408, 3.5940, -1.5471)
H (4.8207, 2.8752, -0.1490)
H (3.3707, 3.0018, -1.2159)
H (6.2732, 0.2609, -3.6839)
H (6.5081, -1.0019, -2.4946)
H (7.8160, 0.1972, -2.9233)

Atom charges from the Mulliken analysis, given in e for atoms 1 to 4:
1 C -1.183
2 C 0.526
3 O -0.944
4 H 0.029

---

Copy entry 1 word for word.
C26H23F4I2N3Ti | the ωB97M-V functional and the def2-TZVPD basis

The calculation puts the orbital gap (spin up / spin down) at 0.228 / 0.254 hartree. As for the charge: 0. The highest occupied orbital energy (spin up / spin down) comes out at -7.0 / -7.8 eV. The value obtained for the energy above the lowest of the compared OMol25 structures with the same formula, charge and spin is 67.1 kJ/mol. As for the spin multiplicity: 3.

Geometry (Å):
Ti (-0.2594, -0.1187, 0.0313)
C (0.8650, -3.0861, 0.6158)
N (0.8034, -2.0664, -0.4382)
C (0.3351, -2.7192, -1.6718)
C (2.1452, -1.5015, -0.6562)
C (2.1020, -0.3639, -1.6722)
N (0.8886, 0.4288, -1.4800)
C (0.6472, 1.4486, -2.3647)
C (-0.5939, 2.1151, -2.3186)
F (-1.5188, 1.6517, -1.4494)
C (-0.9352, 3.1799, -3.1163)
F (-2.1401, 3.7414, -2.9697)
C (-0.0643, 3.6637, -4.0722)
C (1.1469, 3.0146, -4.1778)
F (2.0257, 3.4216, -5.1061)
C (1.5050, 1.9553, -3.3660)
F (2.7295, 1.4290, -3.5788)
H (1.5472, -3.8958, 0.3306)
H (-0.1266, -3.5091, 0.7729)
H (1.2201, -2.6527, 1.5504)
H (1.0347, -3.5122, -1.9642)
H (0.2567, -1.9959, -2.4787)
H (-0.6492, -3.1505, -1.5081)
H (2.8376, -2.2768, -1.0101)
H (2.5141, -1.1293, 0.3037)
H (2.1368, -0.7718, -2.6868)
H (3.0049, 0.2341, -1.5374)
H (-0.3139, 4.5011, -4.7050)
C (-3.5795, -1.5611, -2.4688)
C (-4.3358, -2.2207, -1.5024)
C (-3.9221, -2.2238, -0.1878)
C (-2.7373, -1.5662, 0.1721)
C (-1.9452, -0.9150, -0.7936)
C (-2.4019, -0.9245, -2.1142)
C (-2.2417, -1.4983, 1.5415)
C (-2.9868, -1.9233, 2.6597)
C (-2.5099, -1.7424, 3.9216)
C (-1.2200, -1.1946, 4.1060)
C (-0.6626, -0.9708, 5.3794)
C (0.6114, -0.4849, 5.5064)
C (1.3840, -0.2449, 4.3604)
C (0.8528, -0.4301, 3.1110)
C (-0.4781, -0.8608, 2.9508)
N (-1.0128, -0.9626, 1.6874)
H (-3.9135, -1.5441, -3.4993)
H (-5.2494, -2.7286, -1.7841)
H (-4.5151, -2.7476, 0.5522)
H (-1.8282, -0.4296, -2.8911)
H (-3.9631, -2.3591, 2.5096)
H (-3.0967, -2.0241, 4.7869)
H (-1.2616, -1.1917, 6.2546)
H (1.0267, -0.2941, 6.4868)
H (2.4052, 0.0987, 4.4657)
H (1.4565, -0.2295, 2.2319)
I (4.0190, 1.5888, 1.4397)
C (2.5221, 2.8449, 2.1598)
I (-0.4586, 2.3480, 1.3631)
H (2.6089, 3.8552, 1.7865)
H (2.3340, 2.7172, 3.2164)

Atom charges from the Mulliken analysis, given in e for atoms 1 to 4:
1 Ti -0.876
2 C -1.356
3 N 0.764
4 C -1.352